DFT (ωB97M-V/def2-TZVPD) results for a molecular structure, C33H49AsF18I2N4O2P in a non-equilibrium geometry.

The geometry in XYZ format:
```
110
Properties=species:S:1:pos:R:3:forces:R:3:mulliken_charge:R:1
C 6.22442 -0.67100 3.30622 -0.31 0.14 -0.05 -1.184
C 5.53916 -1.90236 2.71357 0.28 0.23 0.24 -0.449
C 4.95969 -1.64587 1.32676 -0.37 0.38 0.91 -0.906
C 3.65655 -0.85288 1.42410 0.27 -0.18 -0.09 -0.005
C 3.13856 -0.52707 0.01683 0.28 -0.25 0.81 -1.383
As 1.25692 0.18983 -0.20309 1.15 0.28 -0.15 2.481
P -1.02425 0.95653 -0.31374 -1.05 0.16 0.51 0.324
O -1.91234 0.07785 0.52760 0.61 -0.25 -0.13 -0.525
C 1.00731 0.40279 1.80796 -0.64 -0.29 1.25 -0.143
C 0.42206 -0.68505 2.69874 0.05 0.72 0.83 -2.176
F 0.15778 1.51700 2.08068 -0.13 0.27 -0.49 -0.442
C 2.07295 2.14305 -0.33807 -0.39 0.98 0.77 -1.295
I 0.89997 3.52289 -1.61371 0.08 -0.29 0.15 -0.086
C 2.50876 2.90038 0.93460 0.68 1.13 -0.27 -0.186
C 2.41219 4.43592 0.99954 0.48 -0.45 0.76 -1.876
I 4.71122 2.63485 1.17736 -0.10 -0.14 0.02 -0.019
N 1.42691 0.12052 -2.14701 -0.33 0.98 -0.17 0.319
C 2.68464 -0.09428 -2.83258 0.21 -0.16 -0.38 -1.274
C 0.38993 0.02339 -3.10684 -0.15 -1.27 -1.53 0.237
C 0.00943 1.18164 -4.03123 1.10 -0.13 0.65 -1.345
O -0.05820 -1.05935 -3.44577 -0.13 0.28 0.69 -0.602
C 0.64210 -1.84903 -0.24668 -0.20 -0.74 -0.23 0.204
F 1.13738 -2.43089 -1.37896 -0.19 0.43 -0.38 -0.298
F 1.36606 -2.53292 0.71460 -0.33 0.32 0.49 -0.300
C -0.78735 -2.48631 -0.12481 -0.19 -2.46 0.62 0.154
F -0.50917 -3.86393 -0.18830 0.19 0.18 -0.13 -0.360
F -1.35137 -2.42706 1.09655 0.23 0.92 -0.06 -0.305
C -1.90592 -2.43485 -1.21670 0.07 0.03 -0.80 0.935
F -1.51731 -3.24629 -2.22223 0.04 -0.01 0.04 -0.318
F -2.17270 -1.25490 -1.80042 -0.02 0.19 0.32 -0.203
C -3.29663 -2.99713 -0.76654 -0.18 -0.60 -0.18 0.123
F -3.18410 -4.12711 -0.03427 0.23 0.48 0.08 -0.319
F -3.93589 -3.37813 -1.90842 0.13 0.20 0.15 -0.315
C -4.30504 -2.07199 -0.03276 -0.51 -0.05 1.14 0.854
F -5.36983 -2.89574 0.25228 0.18 0.03 -0.28 -0.360
F -3.86202 -1.62592 1.15583 -0.03 -0.29 -0.67 -0.215
C -4.92840 -0.87735 -0.79992 0.18 1.05 -0.60 0.485
F -4.18586 0.24155 -0.66502 -0.22 -0.42 0.07 -0.195
F -5.05169 -1.10806 -2.12701 -0.04 -0.26 0.26 -0.322
C -6.34194 -0.48309 -0.29174 -0.13 0.04 0.48 0.625
F -6.40478 -0.51364 1.05946 0.10 -0.02 -0.25 -0.285
F -7.28623 -1.31155 -0.76776 0.20 0.05 -0.17 -0.309
C -6.73324 0.97567 -0.69803 -0.88 0.47 0.21 0.677
F -6.23481 1.88164 0.16919 -0.08 -0.66 -0.93 -0.242
F -6.40242 1.29363 -1.95392 -0.01 -0.11 0.71 -0.240
F -8.09309 1.05018 -0.60259 0.77 0.12 -0.06 -0.305
H 6.95555 -0.92645 4.05814 0.12 -0.18 0.28 0.307
H 5.51379 0.01248 3.76117 -0.18 0.19 -0.02 0.388
H 6.76130 -0.12576 2.53613 0.11 0.12 -0.17 0.251
H 4.78029 -2.23833 3.41870 -0.29 -0.16 -0.04 0.326
H 6.28082 -2.68223 2.66566 0.16 -0.35 -0.14 0.243
H 5.68108 -1.01283 0.81779 0.21 -0.15 -0.54 0.250
H 4.80288 -2.57634 0.79390 0.02 -0.18 -0.27 0.461
H 3.92056 0.03742 1.98248 -0.20 0.34 0.03 -0.322
H 2.96336 -1.40056 2.05220 -0.23 -0.21 -0.10 0.107
H 3.86663 0.17866 -0.36412 -0.09 0.31 -0.40 0.617
H 3.28731 -1.44200 -0.54495 -0.37 -0.10 -0.38 0.533
H -1.52611 1.05329 -1.63561 0.17 0.21 -0.02 0.112
H -1.16740 2.27372 0.15678 0.22 0.15 -0.33 0.166
H 1.91159 0.73989 2.29035 0.71 -0.25 -0.45 0.679
H 0.87393 -1.66390 2.66718 -0.11 -0.14 -0.43 0.311
H -0.65308 -0.67683 2.59873 -0.23 -0.46 -0.47 0.282
H 0.57742 -0.33400 3.72122 0.14 0.09 0.22 0.508
H 2.94688 2.12014 -0.96361 0.15 -0.43 -0.37 1.046
H 2.13322 2.60373 1.90081 -0.21 -0.70 -0.19 0.387
H 2.95337 4.93033 0.20725 -0.29 0.17 -0.44 0.505
H 1.39050 4.76523 1.13883 -0.30 0.06 -0.47 0.422
H 2.93308 4.70963 1.91345 0.02 0.17 0.22 0.551
H 3.06189 -1.11336 -2.75670 0.00 -0.26 0.21 0.271
H 3.50057 0.57482 -2.56256 -0.06 0.24 0.35 0.317
H 2.54544 0.05393 -3.90229 -0.09 0.16 -0.23 0.512
H 0.90875 1.76602 -4.20172 0.02 0.40 0.06 0.423
H -0.29738 0.79186 -4.98629 -0.38 -0.29 -0.09 0.374
H -0.74639 1.82360 -3.61120 -0.20 0.19 0.05 0.290
C -2.25723 0.26634 -8.56151 -0.04 0.02 0.00 -1.063
C -2.80898 1.63054 -8.96120 0.01 -0.22 -0.04 -0.397
C -1.87712 2.78438 -8.57422 -0.17 -0.16 0.00 -0.487
C -1.67094 2.82442 -7.12701 0.00 0.14 -0.70 0.264
N -1.52180 2.85516 -5.99526 -0.03 0.17 0.62 -0.359
H -2.14210 0.18348 -7.48033 0.04 0.03 0.01 0.280
H -2.93310 -0.52713 -8.87935 0.01 -0.01 -0.02 0.324
H -1.28442 0.08572 -9.02246 0.01 -0.01 0.01 0.299
H -3.78315 1.77820 -8.49216 0.00 0.07 0.00 0.296
H -2.96656 1.65686 -10.04135 0.01 0.09 0.00 0.300
H -2.29852 3.73934 -8.88816 0.04 0.04 0.01 0.283
H -0.90676 2.66955 -9.05910 0.03 0.01 0.00 0.267
C -7.94558 3.70723 2.36861 -0.07 0.06 0.10 -0.703
C -9.34247 3.14122 2.59167 0.19 0.00 -0.09 -0.337
C -10.24286 4.06430 3.42167 0.11 -0.19 -0.06 -0.492
C -9.68894 4.29770 4.75609 -0.35 -0.02 -0.64 0.236
N -9.25208 4.47930 5.79548 0.29 0.10 0.69 -0.417
H -7.41013 3.83544 3.31017 -0.05 0.04 0.03 0.360
H -7.35974 3.03548 1.75201 0.03 -0.02 -0.04 -0.093
H -7.98928 4.67578 1.86588 0.00 0.01 0.01 0.317
H -9.26408 2.17086 3.08456 -0.07 -0.01 0.02 0.293
H -9.81984 2.97033 1.62520 -0.08 0.00 0.03 0.280
H -11.23382 3.62512 3.53796 -0.04 0.04 0.02 0.306
H -10.35887 5.02860 2.92516 -0.01 0.03 0.01 0.289
C 9.43314 -3.82871 6.57661 -0.04 -0.02 0.01 -1.061
C 8.90516 -4.96456 5.70791 0.05 0.08 0.19 -0.411
C 9.35397 -4.85485 4.24650 -0.18 -0.03 0.15 -0.490
C 8.87189 -3.61328 3.64208 0.33 -0.56 0.16 0.307
N 8.49395 -2.63477 3.18903 0.19 0.42 -0.26 -0.414
H 9.05674 -2.86257 6.23909 0.02 0.00 -0.05 0.288
H 9.11636 -3.96020 7.61101 0.02 -0.01 0.01 0.319
H 10.52424 -3.79512 6.55938 0.01 0.01 0.00 0.295
H 7.81512 -4.97690 5.75210 -0.01 -0.04 -0.06 0.295
H 9.25238 -5.91882 6.10828 0.00 -0.04 -0.08 0.310
H 8.96714 -5.69212 3.66561 0.03 -0.01 -0.05 0.266
H 10.44247 -4.87267 4.17795 0.02 0.01 -0.02 0.304
```
Positions in Å, forces in eV/Å.

Summary:
LUMO energy (Ha): 0.07425
E (eV): -180311.47486
Gap between HOMO and LUMO (eV): 7.07
Total charge: -1